(1)
80
Properties=species:S:1:pos:R:3:mulliken_spin:R:1 method="wB97M-V/def2-TZVPD" gap_ev="6.70 / 7.19" total_charge=+2 s_squared=0.787 homo_ha="-0.5405 / -0.5390" total_energy_ev=-175614.808 multiplicity=2 max_force_ev_per_a=3.3
Ru -1.18 0.88 0.12 1.22
I -3.46 2.52 0.12 -0.02
C -4.92 0.88 0.12 0.00
I -3.46 -0.76 0.12 -0.07
H -5.55 0.88 -0.80 0.00
H -5.55 0.88 1.05 0.00
C -0.30 6.38 2.36 0.00
Ge 0.63 6.35 0.65 0.00
C 2.20 7.49 0.76 0.00
C -0.55 7.04 -0.74 0.00
C 1.18 4.54 0.22 0.00
Se -0.38 3.36 0.12 -0.04
C -0.40 3.37 -1.82 0.01
H -0.60 7.42 2.60 0.00
H 0.38 5.99 3.15 0.00
H -1.20 5.73 2.30 0.00
H 1.89 8.52 1.00 0.00
H 2.73 7.48 -0.22 0.00
H 2.88 7.10 1.55 0.00
H -0.85 8.08 -0.49 0.00
H -1.46 6.40 -0.80 0.00
H -0.03 7.03 -1.71 0.00
H 1.87 4.15 1.01 0.00
H 1.74 4.53 -0.73 0.00
H -0.46 4.40 -2.21 0.00
H -1.31 2.83 -2.16 0.00
H 0.49 2.84 -2.22 0.00
C -1.18 -6.01 0.98 0.00
C -2.15 -5.32 0.04 0.00
C -1.61 -3.98 -0.49 0.00
C -0.55 -3.32 0.43 0.01
C -0.92 -3.63 1.89 0.01
C -0.85 -5.13 2.19 0.00
P -0.41 -1.50 0.12 -0.05
C 1.18 -0.94 0.91 -0.03
C 0.92 -0.41 2.33 -0.01
C 2.24 -0.17 3.07 0.01
C 3.03 -1.46 3.25 0.00
C 2.77 -2.50 2.17 0.00
C 2.39 -1.88 0.83 0.00
C -0.05 -1.26 -1.68 0.00
C 0.99 -2.20 -2.31 0.01
C 0.81 -2.39 -3.82 0.00
C 0.30 -1.13 -4.49 0.00
C -1.07 -0.71 -3.94 -0.02
C -1.34 -1.21 -2.52 0.06
H -0.25 -6.23 0.43 0.00
H -1.58 -6.97 1.31 0.00
H -3.09 -5.13 0.58 0.00
H -2.40 -5.97 -0.80 0.00
H -2.47 -3.32 -0.65 0.00
H -1.16 -4.16 -1.47 0.00
H 0.41 -3.80 0.22 0.00
H -1.93 -3.26 2.10 0.00
H -0.26 -3.12 2.60 0.00
H -1.55 -5.36 3.00 0.00
H 0.14 -5.40 2.56 0.00
H 1.45 -0.06 0.32 0.00
H 0.31 -1.09 2.93 -0.04
H 0.36 0.54 2.28 0.03
H 2.04 0.28 4.05 0.00
H 2.84 0.56 2.51 0.00
H 2.81 -1.90 4.23 0.00
H 4.10 -1.21 3.27 0.00
H 1.97 -3.17 2.51 0.00
H 3.66 -3.13 2.05 0.00
H 2.27 -2.68 0.09 0.00
H 3.25 -1.30 0.49 0.00
H 0.37 -0.25 -1.73 0.00
H 0.99 -3.20 -1.85 0.00
H 1.99 -1.79 -2.12 0.00
H 0.11 -3.21 -4.00 0.00
H 1.77 -2.69 -4.26 0.00
H 0.23 -1.27 -5.57 0.00
H 1.02 -0.32 -4.33 0.00
H -1.86 -1.07 -4.60 0.00
H -1.13 0.39 -3.97 -0.01
H -1.79 -2.20 -2.59 0.01
H -2.09 -0.56 -2.05 -0.03
H 0.64 0.88 0.12 -0.06

---

(2)
80
Properties=species:S:1:pos:R:3:mulliken_spin:R:1 method="wB97M-V/def2-TZVPD" gap_ev="2.39 / 6.36" total_charge=+1 s_squared=0.757 homo_ha="-0.1816 / -0.3276" total_energy_ev=-101706.869 multiplicity=2 max_force_ev_per_a=3.4
C 9.23 0.99 1.83 0.00
C 7.85 0.39 1.68 0.00
C 6.64 1.24 2.09 0.00
N 5.26 0.60 1.79 0.00
C 5.08 0.04 0.34 0.00
C 3.55 -0.14 0.04 0.00
C 2.58 0.93 0.49 0.00
C 2.75 1.06 1.99 0.00
C 4.19 1.60 2.36 0.00
C 5.24 -0.68 2.70 0.00
H 10.08 0.36 1.55 0.00
H 9.37 1.26 2.88 0.00
H 9.31 1.93 1.30 0.00
H 7.79 -0.38 2.45 0.00
H 7.61 0.01 0.68 0.00
H 6.63 2.13 1.46 0.00
H 6.65 1.64 3.10 0.00
H 5.50 0.82 -0.31 0.00
H 5.74 -0.82 0.21 0.00
H 3.53 -0.18 -1.05 0.00
H 3.20 -1.12 0.37 0.00
H 2.68 1.92 0.05 0.00
H 1.52 0.81 0.27 0.00
H 1.87 1.59 2.37 0.00
H 2.70 0.08 2.45 0.00
H 4.39 2.61 2.00 0.00
H 4.32 1.56 3.44 0.00
H 4.34 -1.27 2.56 0.00
H 5.34 -0.62 3.79 0.00
H 6.06 -1.35 2.45 0.00
C -2.96 0.84 2.44 0.00
C -2.61 -0.60 2.29 0.03
C -1.44 -0.81 1.24 -0.01
N -1.28 -2.26 0.68 -0.02
C -2.43 -2.78 -0.15 -0.01
C -2.62 -2.03 -1.44 0.05
C -1.34 -1.88 -2.34 0.00
C -0.13 -1.41 -1.57 0.00
C 0.00 -2.30 -0.24 0.00
C -0.89 -3.28 1.78 0.00
H -3.83 1.07 3.06 0.00
H -3.00 1.41 1.51 0.00
H -2.14 1.36 2.94 0.00
H -3.57 -1.02 1.98 -0.01
H -2.43 -0.91 3.32 0.01
H -0.44 -0.40 1.39 0.00
H -1.71 -0.36 0.28 0.00
H -3.35 -2.80 0.43 -0.02
H -2.22 -3.82 -0.39 0.00
H -3.17 -1.09 -1.33 0.00
H -3.33 -2.66 -2.00 0.03
H -1.51 -1.13 -3.11 0.01
H -1.01 -2.70 -2.98 0.00
H -0.15 -0.33 -1.44 0.00
H 0.75 -1.47 -2.23 0.00
H 0.85 -2.07 0.41 0.00
H 0.16 -3.35 -0.49 0.00
H -0.61 -4.24 1.36 0.00
H -1.77 -3.36 2.41 0.00
H -0.11 -2.90 2.45 0.00
C -3.66 3.44 -2.93 0.00
C -4.06 2.06 -2.42 0.01
N -5.43 1.68 -2.80 0.16
C -6.55 2.45 -2.68 0.04
C -7.66 1.70 -3.11 -0.03
N -7.29 0.40 -3.18 0.15
C -5.92 0.42 -3.15 0.59
C -8.14 -0.76 -3.41 0.02
H -2.65 3.69 -2.61 0.00
H -4.25 4.30 -2.63 0.00
H -3.71 3.42 -4.02 0.01
H -3.91 1.85 -1.36 0.00
H -3.41 1.36 -2.94 0.01
H -6.47 3.53 -2.62 0.02
H -8.63 2.04 -3.43 0.01
H -5.33 -0.48 -3.21 -0.04
H -7.56 -1.56 -3.86 0.02
H -9.06 -0.63 -3.97 0.00
H -8.35 -1.21 -2.44 0.00
Br -0.64 2.54 -0.81 0.00

---

(3)
89
Properties=species:S:1:pos:R:3:mulliken_spin:R:1 method="wB97M-V/def2-TZVPD" gap_ev="6.91 / 7.54" total_charge=+3 e_above_lowest_kj_mol=0.00 s_squared=0.765 homo_ha="-0.6361 / -0.6365" total_energy_ev=-82327.252 multiplicity=2 max_force_ev_per_a=0.8
V -0.05 -1.12 -1.74 1.14
C -2.41 -2.82 2.23 0.00
C -1.30 -1.98 2.86 0.00
C -1.83 -0.84 3.76 0.00
C -2.99 0.12 3.43 0.00
C -3.01 1.16 4.55 0.00
C -4.36 -0.54 3.36 0.00
N -2.78 0.80 2.03 0.00
C -2.58 2.29 1.98 0.00
C -2.85 2.85 0.60 0.00
N -1.87 2.42 -0.40 0.00
C -2.48 1.84 -1.60 0.00
C -1.85 0.48 -1.72 0.00
O -1.02 0.26 -2.68 -0.03
O -1.92 -0.42 -0.84 0.00
C -0.82 3.43 -0.75 0.00
C -0.36 4.23 0.46 0.00
C 0.34 2.79 -1.55 -0.01
C 1.39 1.85 -0.92 0.03
C 2.28 2.61 0.08 0.00
C 2.29 1.38 -2.05 0.02
N 0.71 0.61 -0.30 -0.04
C 1.41 0.07 0.90 0.03
C 0.52 -0.45 2.04 0.00
N -0.29 -1.65 1.80 0.01
C 0.57 -2.82 1.68 0.00
C 1.26 -2.94 0.35 -0.01
O 2.20 -3.62 0.06 -0.01
O 0.70 -2.13 -0.59 -0.07
H -3.17 -3.08 2.96 0.00
H -2.03 -3.75 1.83 0.00
H -2.88 -2.27 1.41 0.00
H -0.78 -2.61 3.60 0.00
H -0.98 -0.25 4.12 0.00
H -2.19 -1.36 4.65 0.00
H -3.08 0.63 5.50 0.00
H -3.88 1.82 4.50 0.00
H -2.10 1.76 4.59 0.00
H -4.56 -1.09 4.28 0.00
H -4.46 -1.23 2.53 0.00
H -5.14 0.22 3.27 0.00
H -3.59 0.55 1.46 0.00
H -2.00 0.33 1.56 0.00
H -1.56 2.49 2.30 0.00
H -3.26 2.74 2.70 0.00
H -2.90 3.94 0.69 0.00
H -3.85 2.55 0.28 0.00
H -2.26 2.41 -2.50 0.00
H -3.56 1.75 -1.52 0.00
H -1.27 4.15 -1.45 0.00
H -0.04 3.60 1.29 0.00
H -1.14 4.90 0.82 0.00
H 0.48 4.86 0.18 0.00
H 0.91 3.63 -1.94 0.00
H -0.07 2.31 -2.43 0.00
H 2.55 3.56 -0.38 0.00
H 3.21 2.08 0.27 0.00
H 1.80 2.83 1.03 0.00
H 2.82 2.23 -2.49 0.00
H 1.71 0.92 -2.85 0.00
H 3.04 0.68 -1.68 0.00
H -0.19 0.97 0.03 -0.01
H 1.97 0.87 1.38 0.00
H 2.16 -0.66 0.60 -0.02
H -0.13 0.38 2.33 0.00
H 1.20 -0.59 2.89 0.00
H -0.01 -3.74 1.79 0.00
H 1.35 -2.87 2.46 0.00
N -1.29 -3.50 -3.53 0.00
N -1.41 -2.57 -2.44 -0.02
H -0.40 -3.98 -3.46 0.00
H -1.28 -2.98 -4.41 0.00
H -1.61 -3.15 -1.62 0.00
H -2.30 -2.09 -2.60 0.00
S 1.24 -1.65 -3.61 -0.04
C 2.97 -1.55 -3.30 0.01
N 3.53 -2.17 -2.28 0.00
C 5.00 -2.25 -2.10 0.00
C 5.68 -2.12 -3.46 0.00
C 5.17 -0.88 -4.17 0.00
N 3.70 -0.90 -4.18 0.00
H 2.95 -2.73 -1.67 0.00
H 5.22 -3.21 -1.64 0.00
H 5.32 -1.46 -1.42 0.00
H 5.47 -3.01 -4.06 0.00
H 6.75 -2.05 -3.32 0.00
H 5.51 -0.84 -5.20 0.00
H 5.51 0.03 -3.67 0.00
H 3.21 -0.47 -4.96 0.00

---

(4)
96
Properties=species:S:1:pos:R:3:lowdin_charge:R:1 method="wB97M-V/def2-TZVPD" gap_ev=6.63 e_above_lowest_kj_mol=193.36 homo_ha=-0.2441 total_energy_ev=-119505.076 multiplicity=1 max_force_ev_per_a=9.2
N -1.41 -0.36 -0.11 0.36
H -2.20 -0.99 0.11 0.13
H -0.63 -0.95 -0.21 0.04
H -1.28 0.51 0.40 0.12
H -1.68 -0.01 -0.91 0.01
F -4.38 -0.07 0.14 -0.76
C -1.87 2.00 -5.30 -0.19
C -1.22 2.09 -3.92 -0.23
C -0.24 0.87 -3.80 -0.26
S -1.24 -0.47 -4.25 0.63
O -2.06 -0.77 -3.03 -0.33
O -0.70 -1.46 -5.01 -0.28
C -2.33 0.50 -5.33 -0.20
H -1.14 2.20 -6.12 0.12
H -2.82 2.52 -5.52 0.12
H -2.05 2.02 -3.06 0.18
H -0.84 2.97 -3.99 0.03
H 0.14 0.87 -2.68 0.13
H 0.56 1.08 -4.70 0.16
H -3.30 0.32 -5.06 0.08
H -2.07 0.21 -6.30 0.07
C -0.32 6.03 -0.04 -0.25
C 0.99 5.52 -0.55 -0.16
C 1.08 3.99 -0.19 -0.23
S -0.30 3.67 0.79 0.68
O 0.01 2.77 1.89 -0.32
O -1.25 3.09 -0.22 -0.35
C -0.86 5.32 1.19 -0.20
H -1.15 6.09 -0.91 0.17
H -0.51 7.09 0.17 0.12
H 1.90 5.85 -0.10 0.11
H 0.96 5.60 -1.54 0.07
H 1.85 3.75 0.50 0.07
H 1.20 3.09 -0.86 0.11
H -0.16 5.59 2.14 0.17
H -1.77 5.35 1.52 0.04
C 3.61 -1.42 -4.26 -0.20
C 2.59 -2.31 -4.93 -0.19
C 1.95 -3.09 -3.79 -0.23
S 2.02 -2.07 -2.34 0.68
O 2.71 -2.77 -1.36 -0.28
O 0.72 -1.40 -1.97 -0.37
C 3.07 -0.81 -2.99 -0.19
H 3.85 -0.67 -4.96 0.11
H 4.45 -1.86 -4.22 0.05
H 2.91 -3.10 -5.64 0.13
H 1.73 -1.74 -5.52 0.14
H 2.55 -3.83 -3.59 0.04
H 0.81 -3.41 -3.88 0.16
H 3.70 -0.90 -2.24 0.01
H 2.38 0.28 -2.95 0.19
C -1.45 -6.08 3.28 -0.20
C -1.50 -6.47 1.81 -0.28
C -0.92 -5.38 0.91 -0.23
S -1.55 -4.00 1.79 0.51
O -2.87 -3.80 1.35 -0.27
O -0.76 -2.87 1.57 -0.30
C -1.51 -4.55 3.37 -0.24
H -0.51 -6.44 3.51 0.09
H -2.43 -6.44 3.67 0.14
H -2.61 -6.80 1.55 0.15
H -1.05 -7.57 1.85 0.15
H -1.28 -5.09 -0.24 0.19
H 0.17 -5.24 0.96 0.11
H -2.30 -4.01 3.92 0.13
H -0.64 -4.08 3.68 0.07
C -3.40 0.56 3.22 -0.20
C -3.12 2.03 2.89 -0.23
C -2.67 2.70 4.22 -0.16
S -1.87 1.33 5.09 0.65
O -2.70 1.05 6.24 -0.34
O -0.40 1.51 5.14 -0.37
C -2.09 0.04 4.01 -0.26
H -3.62 -0.04 2.31 0.09
H -4.29 0.56 4.00 0.15
H -3.98 2.50 2.47 0.12
H -2.48 1.95 2.18 0.01
H -3.63 2.95 4.72 0.12
H -1.98 3.34 3.89 0.03
H -2.58 -0.92 4.61 0.16
H -1.15 -0.18 3.38 0.12
C 4.72 -0.06 1.99 -0.22
C 3.96 0.50 3.14 -0.23
C 2.65 0.89 2.56 -0.23
S 2.51 0.24 0.92 0.66
O 2.68 1.24 -0.14 -0.31
O 1.38 -0.66 0.87 -0.31
C 3.86 -0.73 0.84 -0.23
H 5.43 -0.77 2.25 0.09
H 5.18 0.84 1.56 0.13
H 4.43 1.45 3.74 0.17
H 4.01 -0.31 4.01 0.15
H 2.50 1.82 2.13 0.05
H 1.87 0.57 3.27 0.13
H 4.38 -0.58 -0.03 0.07
H 3.69 -1.77 1.12 0.13

---

(5)
94
Properties=species:S:1:pos:R:3:lowdin_charge:R:1 method="wB97M-V/def2-TZVPD" gap_ev=6.88 e_above_lowest_kj_mol=535.63 homo_ha=-0.3273 total_energy_ev=-60329.757 multiplicity=1 max_force_ev_per_a=12.8
C -2.56 2.24 -2.30 0.04
C -3.99 1.65 -2.58 -0.35
O -4.35 1.64 -3.69 0.18
N -4.68 0.96 -1.38 0.06
H -4.09 0.10 -1.29 0.13
H -4.49 1.53 -0.52 0.20
C -6.01 0.55 -1.61 -0.01
H -2.46 3.21 -2.87 0.14
H -1.85 1.57 -2.65 0.06
H -2.54 2.10 -1.19 0.05
H -6.05 -0.19 -2.30 0.08
H -6.75 1.61 -1.95 0.22
H -6.33 0.25 -0.77 0.01
C -1.56 -0.94 2.36 0.03
C -0.40 -0.90 1.36 -0.18
O 0.52 -1.78 1.49 0.07
N -0.48 -0.03 -0.04 0.11
H -0.70 -0.75 -0.65 0.03
H -1.05 0.85 0.11 0.09
C 0.77 0.40 -0.76 0.00
H -2.12 -0.17 2.17 0.00
H -1.34 -1.18 3.36 0.07
H -2.19 -1.77 2.05 0.09
H 0.28 0.77 -1.62 0.05
H 1.38 -0.37 -1.08 0.06
H 1.35 1.21 -0.20 0.12
N -1.67 3.39 0.24 -0.42
O -0.99 3.27 -0.80 -0.10
O -2.68 4.11 0.16 0.01
O -1.94 2.12 0.70 -0.16
N -2.42 -1.69 -0.81 -0.43
O -3.08 -1.01 0.01 -0.02
O -2.40 -1.29 -1.98 0.05
O -1.34 -2.05 -0.28 -0.15
C 3.10 3.81 0.90 -0.05
C 2.29 4.51 -0.20 -0.43
C 3.27 5.21 -1.20 0.02
O 1.49 3.59 -0.89 -0.11
H 3.45 4.46 1.61 0.04
H 3.93 3.05 0.47 0.14
H 2.54 3.36 1.65 0.04
H 1.72 5.26 0.30 0.13
H 3.84 4.67 -1.65 -0.01
H 3.71 5.94 -0.60 0.09
H 2.77 5.67 -1.82 0.00
H 0.61 3.56 -0.33 0.10
C -1.64 -6.11 -0.39 -0.06
C -1.50 -4.80 0.41 -0.41
C -1.33 -5.18 1.97 -0.03
O -0.38 -4.11 -0.04 -0.11
H -2.65 -6.55 -0.14 0.09
H -0.82 -6.78 -0.39 0.07
H -1.81 -5.99 -1.42 0.05
H -2.41 -4.14 0.22 0.14
H -1.73 -4.47 2.69 0.05
H -0.25 -5.38 2.36 0.11
H -1.72 -6.12 2.25 0.03
H -0.61 -3.43 -0.59 -0.04
C 2.12 -4.17 -3.56 -0.02
C 1.25 -3.71 -2.30 -0.42
C 2.16 -3.00 -1.33 -0.03
O 0.30 -2.79 -2.79 -0.08
H 2.89 -3.47 -3.86 0.08
H 1.56 -4.51 -4.34 0.03
H 2.59 -5.08 -3.32 0.06
H 0.51 -4.44 -1.69 0.16
H 2.45 -2.17 -1.53 -0.06
H 3.10 -3.50 -1.35 0.08
H 1.54 -3.02 -0.30 0.13
H -0.25 -2.47 -2.04 0.05
C 4.16 0.37 -3.67 -0.06
C 3.05 1.32 -3.13 -0.41
C 1.60 1.12 -3.50 -0.06
O 3.22 1.12 -1.66 -0.12
H 5.11 0.52 -3.51 0.00
H 4.27 0.26 -4.76 0.08
H 3.83 -0.70 -3.30 0.12
H 3.58 2.40 -3.35 0.17
H 0.89 1.96 -3.09 0.11
H 1.23 0.14 -3.04 0.08
H 1.42 1.14 -4.57 0.08
H 2.77 1.75 -1.09 0.02
C -0.72 1.30 6.18 0.09
C -0.68 2.58 7.08 0.12
C 0.64 3.06 7.57 -0.48
O 0.79 4.11 8.12 0.11
C 1.85 2.23 7.40 0.02
C 1.80 1.01 6.53 0.07
C 0.46 0.46 5.96 -0.47
O 0.40 -0.41 5.17 0.12
H -1.76 0.96 5.97 0.11
H -1.50 3.16 7.09 0.05
H 2.92 2.65 7.64 0.14
H 2.81 0.38 6.49 0.14